# 1
The following is a DFT calculation (ωB97M-V/def2-TZVPD) of a molecular structure, C16H21N5PtS2.

The geometry in XYZ format:
```
45
Properties=species:S:1:pos:R:3:forces:R:3:nbo_charge:R:1
Pt -0.065388 -0.106464 0.079327 0.88 0.85 -0.26 0.951
C -0.639005 1.346577 -2.722515 -0.22 0.75 0.41 -0.253
C -0.729722 2.369240 -1.580440 0.34 0.01 -0.62 -0.237
N -1.378148 1.771379 -0.401903 1.01 -0.82 0.91 -0.604
C -2.812225 1.496991 -0.574059 -0.47 -0.43 0.18 -0.260
C -3.242368 0.212799 0.125823 0.07 -0.28 -0.36 -0.523
S -2.250365 -1.277281 -0.286413 -0.72 -0.21 -0.25 0.207
C -2.213608 -1.297602 -2.123865 -0.04 -0.06 0.45 -0.544
C -0.813007 -1.127929 -2.710467 -0.33 -0.42 -0.16 -0.248
N -0.114245 0.065653 -2.225340 0.84 -0.46 1.38 -0.604
H -1.625348 1.178057 -3.155828 0.10 -0.04 -0.05 0.213
H -0.001710 1.764552 -3.508635 -0.10 -0.18 0.06 0.248
H 0.278540 2.674525 -1.284384 -0.17 -0.01 -0.02 0.232
H -1.267553 3.256543 -1.939071 0.03 -0.09 0.15 0.230
H -1.241568 2.391075 0.394312 -0.05 -0.03 -0.18 0.413
H -3.425174 2.310914 -0.170684 0.20 0.03 -0.11 0.243
H -3.036955 1.431690 -1.638737 0.03 0.05 0.09 0.212
H -3.133989 0.299076 1.207973 -0.06 -0.02 0.01 0.238
H -4.285752 -0.011030 -0.098119 0.01 0.11 0.06 0.260
H -2.595992 -2.275572 -2.416024 -0.01 0.10 -0.09 0.272
H -2.915943 -0.547379 -2.473662 -0.07 0.02 -0.13 0.230
H -0.214641 -1.998080 -2.431467 -0.02 0.09 -0.09 0.231
H -0.910045 -1.111304 -3.803214 0.11 0.03 0.09 0.230
H 0.877145 -0.002943 -2.449544 -0.19 -0.03 -0.07 0.418
N 2.209033 -3.173059 1.894070 -0.25 0.39 0.27 -0.489
C 2.587097 -3.633269 0.658232 -0.08 0.27 -0.98 0.172
C 3.272742 -4.771293 0.254469 0.02 0.02 -0.05 -0.226
C 3.453620 -4.942576 -1.103064 0.03 -0.06 0.28 -0.170
C 2.999562 -3.997139 -2.026618 -0.10 0.17 -0.17 -0.183
C 2.331746 -2.858172 -1.630896 -0.03 0.00 0.08 -0.215
C 2.098058 -2.682814 -0.269326 0.42 -0.80 -0.10 0.076
N 1.434714 -1.702330 0.427625 -1.25 1.23 0.68 -0.488
C 1.517186 -2.028849 1.712912 0.16 -0.19 -0.26 0.384
C 0.892424 -1.228403 2.736660 0.01 -0.18 1.13 0.047
C 0.895523 -1.408015 4.096125 -0.10 0.24 -0.42 -0.376
S 0.002496 -0.176185 4.874025 0.12 -0.03 -0.74 0.608
C -0.334521 0.508073 3.343319 -0.14 0.15 0.52 -0.122
N 0.177108 -0.130130 2.332863 -0.05 -0.06 -1.56 -0.464
H 2.412968 -3.620815 2.773646 -0.03 0.06 0.01 0.444
H 3.644239 -5.489490 0.967413 0.04 -0.10 0.07 0.244
H 3.962428 -5.823616 -1.461178 0.07 -0.06 -0.01 0.246
H 3.180146 -4.167125 -3.077475 0.03 0.01 -0.06 0.240
H 2.013616 -2.121675 -2.351450 -0.02 0.05 -0.12 0.203
H 1.362245 -2.183780 4.670764 0.13 -0.16 0.09 0.269
H -0.918572 1.405782 3.253090 -0.11 0.12 -0.05 0.245
```
Forces are in eV/Å.

Summary:
E_HOMO (alpha / beta)	-13.92 / -13.95	eV
net charge	+2
frontier orbital gap (alpha / beta)	6.921 / 6.893	eV

***

# 2
The following is a DFT calculation (ωB97M-V/def2-TZVPD) of a molecular structure, C16H21N5PtSi2.

The geometry in XYZ format:
```
45
Properties=species:S:1:pos:R:3:forces:R:3:nbo_charge:R:1
Pt -0.093820 0.264155 0.117315 -0.08 -0.03 -0.09 0.529
C 1.031141 1.732215 -2.631571 0.02 -0.04 -0.01 -1.171
Si -0.345846 0.568002 -2.216476 0.04 0.00 0.05 1.606
C -1.833158 0.858938 -3.271204 0.00 0.05 -0.01 -1.168
C 0.234320 -1.147349 -1.715336 0.01 0.05 -0.05 -0.528
C 1.501134 -1.668965 -2.086962 0.00 -0.01 0.02 -0.180
C 1.924689 -2.878049 -1.599503 0.01 0.01 -0.01 -0.156
C 1.153095 -3.577123 -0.650535 -0.01 -0.01 0.01 -0.173
C -0.033316 -3.059300 -0.199782 0.02 0.01 0.00 -0.132
C -0.549421 -1.857621 -0.751346 -0.06 -0.02 0.03 -0.536
Si -2.081370 -1.005943 -0.076384 0.04 0.01 0.04 1.604
C -3.614546 -0.747941 -1.071267 -0.02 0.01 0.02 -1.168
C -2.467238 -1.444480 1.679327 0.02 -0.03 -0.01 -1.171
H 1.356420 1.547847 -3.660930 0.00 0.00 0.00 0.284
H 1.899292 1.631118 -1.980382 0.00 0.01 0.00 0.259
H 0.681858 2.766353 -2.596259 -0.01 0.00 0.01 0.275
H -1.469372 1.339495 -4.183582 -0.01 0.00 0.00 0.284
H -2.541577 1.547975 -2.808681 -0.01 -0.01 0.00 0.271
H -2.360070 -0.046357 -3.559886 0.01 -0.02 0.02 0.272
H 2.118459 -1.130010 -2.795306 0.00 0.00 0.00 0.239
H 2.862593 -3.298716 -1.938689 0.00 0.00 0.00 0.252
H 1.506676 -4.527208 -0.271077 0.00 0.00 0.00 0.251
H -0.602087 -3.595158 0.550316 0.00 0.00 0.00 0.231
H -4.391536 -1.351715 -0.594059 0.00 0.01 -0.01 0.284
H -3.537652 -1.063488 -2.107679 0.02 0.00 0.00 0.271
H -3.954339 0.288723 -1.041251 0.00 0.00 -0.01 0.271
H -2.995705 -2.403446 1.700016 0.00 0.00 0.00 0.284
H -3.142781 -0.707489 2.118779 0.00 0.01 0.00 0.275
H -1.583430 -1.532981 2.310979 0.00 0.00 0.00 0.259
N -0.762294 3.821161 2.196729 -0.01 0.00 0.00 -0.297
C -1.189777 3.001555 1.245898 0.00 0.00 0.00 0.247
N -0.343886 1.982006 1.181058 0.03 0.00 0.02 -0.530
C 0.598110 2.254223 2.145447 -0.03 -0.01 -0.02 0.296
N 0.364633 3.367943 2.777182 0.01 0.01 0.01 -0.179
C 1.704278 1.320389 2.354168 0.01 0.00 0.01 0.097
C 2.707087 1.492293 3.294111 0.02 -0.01 0.01 0.068
N 3.680865 0.598361 3.424725 0.00 0.01 0.01 -0.301
C 3.658980 -0.459116 2.627488 -0.01 0.00 -0.01 0.035
C 2.656751 -0.644768 1.677982 0.01 -0.01 0.00 0.036
N 1.683400 0.248876 1.547382 0.00 0.03 0.02 -0.508
H -1.171707 4.692470 2.506601 0.00 0.00 0.00 0.459
H -2.070079 3.155623 0.645101 0.00 0.00 0.00 0.252
H 2.720956 2.358742 3.943940 0.00 0.00 0.00 0.244
H 4.455319 -1.184123 2.738945 0.00 0.00 0.00 0.238
H 2.634950 -1.507116 1.024660 0.00 0.00 0.00 0.226
```
Forces are in eV/Å.

Summary:
E_HOMO	-15.68	eV
net charge	+2
frontier orbital gap	8.466	eV

***

# 3
The following is a DFT calculation (ωB97M-V/def2-TZVPD) of a single C16H21NO molecule.

The geometry in XYZ format:
```
39
Properties=species:S:1:pos:R:3:forces:R:3:nbo_charge:R:1
C 1.957573 0.440490 -3.400455 0.00 0.04 0.05 -0.630
C 1.796439 -0.502540 -2.246381 0.06 -0.05 0.06 0.025
C 2.865031 -1.256875 -1.788936 -0.10 0.02 0.03 -0.237
C 2.718569 -2.137711 -0.723376 -0.09 0.01 -0.02 0.002
C 3.881912 -2.965536 -0.268293 -0.01 -0.01 -0.02 -0.627
C 1.485266 -2.237915 -0.103079 -0.03 0.08 -0.03 -0.220
C 0.405167 -1.467449 -0.529615 0.29 0.15 -0.25 0.166
N -0.822857 -1.632311 0.128832 0.06 -0.77 0.07 -0.626
C -1.762967 -0.742564 0.563907 -0.05 0.23 -0.08 0.703
O -2.755329 -1.166148 1.120621 -0.17 0.01 0.14 -0.611
C -1.497869 0.736888 0.351609 -0.34 -0.02 0.01 -0.335
C -0.130260 1.197098 0.909428 0.24 0.16 0.08 -0.403
C -0.518261 2.287744 1.913043 0.23 0.10 0.10 -0.211
C -1.034446 3.503240 1.133508 0.18 0.14 0.06 -0.411
C -2.409950 3.031191 0.618279 -0.11 -0.03 -0.08 -0.408
C -2.499158 1.595700 1.143196 -0.37 -0.15 -0.12 -0.201
C -1.808258 1.718357 2.499643 0.02 -0.04 0.02 -0.414
C 0.564096 -0.618666 -1.616040 -0.02 -0.13 0.09 -0.259
H 2.833184 0.186338 -3.991943 0.04 0.02 -0.08 0.217
H 1.079703 0.418955 -4.042401 -0.03 0.03 -0.09 0.218
H 2.079660 1.460314 -3.034440 0.01 0.09 -0.05 0.221
H 3.826411 -1.171049 -2.274647 0.13 0.02 -0.09 0.205
H 3.639018 -3.519403 0.634646 0.04 -0.06 0.06 0.214
H 4.163322 -3.676201 -1.044813 0.06 -0.07 0.00 0.222
H 4.744888 -2.332324 -0.069357 0.08 -0.01 0.04 0.220
H 1.352529 -2.918412 0.726482 -0.01 -0.05 0.12 0.203
H -1.003813 -2.573965 0.458419 -0.09 0.20 -0.04 0.407
H -1.592787 0.944835 -0.715933 0.01 -0.01 0.00 0.227
H 0.532317 1.570063 0.129081 0.06 -0.02 0.02 0.216
H 0.382766 0.380036 1.419015 0.04 -0.02 -0.03 0.215
H 0.275335 2.525336 2.620392 0.01 -0.01 0.01 0.214
H -0.359169 3.777269 0.323168 0.06 0.06 0.00 0.202
H -1.135082 4.366727 1.791436 0.03 0.04 -0.01 0.208
H -2.485525 3.076432 -0.467985 -0.06 0.01 -0.05 0.202
H -3.214760 3.637721 1.033980 -0.03 0.00 -0.02 0.210
H -3.501865 1.175112 1.149641 0.04 0.00 -0.01 0.241
H -1.673289 0.757986 2.992747 0.00 -0.08 0.07 0.215
H -2.314799 2.406626 3.173369 -0.06 0.06 0.08 0.209
H -0.275696 -0.059697 -1.995555 -0.13 0.05 -0.04 0.211
```
Forces are in eV/Å.

Summary:
E_HOMO	-8.59	eV
frontier orbital gap	9.314	eV

***

Result set for ΔE to the lowest compared entry with this formula, charge and spin: 118.2 0.0 16.1 kJ/mol, one per record in the order listed.